Here is C73H75FN9O3S4Sr as an isolated structure at a distorted geometry from the OMol25 dataset. Energies are from ωB97M-V/def2-TZVPD.

Results
HOMO-LUMO gap = 2.4 eV
E_LUMO = -0.898 eV
HOMO energy = -3.34 eV
Electronic energy = -5268.63789 hartree
Charge = -1
Maximum force = 3.34 eV/Å

Last column: Mulliken charge in e.
Geometry (Å):
Sr -0.191 1.465 0.689  1.206
C -3.646 2.929 -6.101  -1.021
C -2.210 3.424 -5.950  -0.962
N -1.494 2.737 -4.872  0.130
C -1.447 3.338 -3.636  -0.184
C -1.069 2.736 -2.487  -0.564
C -1.084 3.592 -1.195  -0.142
O -0.743 4.763 -1.336  -0.735
O -1.497 2.969 -0.158  -0.821
C -0.678 1.347 -2.524  0.822
O -0.406 0.641 -1.556  0.954
C -0.567 0.775 -3.868  0.364
C -0.017 -0.485 -4.001  0.026
C 0.029 -1.099 -5.212  0.454
F 0.633 -2.299 -5.262  -0.478
C -0.507 -0.509 -6.362  -0.346
C -0.991 0.780 -6.238  -0.466
C -1.024 1.444 -5.005  -0.153
N -0.525 -1.171 -7.631  0.048
C -0.503 -2.649 -7.625  -0.584
C -0.364 -3.132 -9.090  -0.679
N 0.161 -1.954 -9.861  -0.096
C -0.956 -0.969 -10.020  -0.995
C -1.529 -0.732 -8.600  -0.199
H -4.152 3.454 -6.915  0.414
H -4.199 3.104 -5.177  0.316
H -3.669 1.855 -6.306  0.271
H -2.206 4.482 -5.708  0.471
H -1.662 3.318 -6.886  0.409
H -1.720 4.387 -3.611  0.511
H 0.358 -0.999 -3.117  -0.080
H -1.318 1.318 -7.114  0.223
H -1.404 -3.074 -7.175  0.491
H 0.345 -2.997 -7.057  0.398
H -1.313 -3.419 -9.530  0.296
H 0.325 -3.965 -9.175  0.394
H 0.624 -2.191 -10.728  0.301
H 0.800 -1.487 -9.208  0.362
H -1.700 -1.390 -10.689  0.357
H -0.552 -0.063 -10.462  0.449
H -2.466 -1.282 -8.465  0.318
H -1.757 0.315 -8.490  0.236
C -3.037 -1.401 -2.095  -1.463
C -2.275 -2.244 -1.068  2.895
C -3.274 -3.120 -0.300  -1.754
C -1.230 -3.165 -1.672  -0.326
C -1.536 -3.867 -2.834  -0.151
C -0.698 -4.851 -3.338  -1.758
C 0.422 -5.204 -2.603  -0.110
C 0.772 -4.529 -1.433  0.346
C 1.909 -5.111 -0.595  1.743
C 3.258 -5.094 -1.320  -1.597
C 1.543 -6.541 -0.168  -1.641
C -0.007 -3.413 -1.009  0.314
N 0.439 -2.557 0.027  -0.419
C 1.636 -2.113 -0.190  -1.460
C 2.589 -1.327 0.556  2.598
C 3.772 -1.064 -0.195  -0.914
C 4.863 -0.404 0.284  -1.140
C 4.826 0.057 1.626  -0.684
C 3.763 -0.230 2.424  -1.043
C 2.588 -0.960 1.968  1.061
N 1.646 -1.333 2.821  0.047
C 2.061 -1.583 4.143  -0.505
C 1.612 -0.857 5.270  0.266
C 2.125 -1.160 6.531  -0.615
C 3.058 -2.163 6.730  -1.408
C 3.460 -2.918 5.639  -0.345
C 2.969 -2.662 4.364  0.833
C 3.410 -3.576 3.227  1.978
C 4.910 -3.440 2.931  -1.471
C 3.049 -5.035 3.527  -1.565
C 0.632 0.300 5.166  2.058
C -0.559 0.105 6.110  -1.374
C 1.332 1.628 5.478  -1.111
H -3.565 -0.587 -1.589  -0.092
H -3.788 -1.999 -2.624  0.522
H -2.366 -0.966 -2.836  0.222
H -1.784 -1.578 -0.367  -0.417
H -3.678 -3.893 -0.964  0.520
H -4.107 -2.525 0.087  0.338
H -2.787 -3.614 0.546  0.375
H -2.464 -3.647 -3.355  0.354
H -0.942 -5.366 -4.261  0.395
H 1.043 -6.031 -2.939  0.388
H 2.007 -4.518 0.307  -0.489
H 3.271 -5.809 -2.152  0.339
H 4.063 -5.361 -0.629  0.354
H 3.476 -4.099 -1.718  0.317
H 1.345 -7.174 -1.039  0.327
H 0.644 -6.533 0.456  0.412
H 2.354 -6.997 0.405  0.430
H 2.070 -2.400 -1.163  -0.088
H 3.804 -1.433 -1.217  0.239
H 5.724 -0.227 -0.347  0.349
H 5.658 0.630 2.026  0.238
H 3.760 0.101 3.455  0.383
H 1.798 -0.573 7.385  0.235
H 3.462 -2.355 7.719  0.358
H 4.183 -3.719 5.784  0.293
H 2.864 -3.278 2.340  -0.832
H 5.510 -3.812 3.771  0.373
H 5.172 -2.393 2.757  0.258
H 5.184 -4.013 2.036  0.314
H 3.486 -5.365 4.475  0.335
H 3.423 -5.696 2.737  0.346
H 1.962 -5.154 3.594  0.389
H 0.256 0.342 4.148  -0.827
H -0.228 -0.046 7.143  0.263
H -1.160 -0.758 5.808  0.367
H -1.204 0.986 6.086  0.172
H 1.748 1.612 6.492  0.318
H 0.622 2.456 5.410  0.212
H 2.145 1.826 4.773  0.215
C 3.728 1.618 -2.517  -1.195
C 4.572 2.577 -1.975  -0.882
C 4.258 3.146 -0.759  -1.127
C 3.089 2.772 -0.074  -0.184
N 2.272 1.844 -0.621  1.607
C 2.603 1.286 -1.788  -1.041
C 2.663 3.434 1.189  1.343
C 3.530 4.333 1.831  -0.951
C 3.075 5.113 2.882  -1.196
C 1.743 5.013 3.280  0.053
C 0.915 4.070 2.678  -0.382
C 1.348 3.219 1.644  -0.232
H 3.945 1.127 -3.458  0.483
H 5.472 2.878 -2.497  0.388
H 4.905 3.909 -0.352  0.346
H 1.911 0.536 -2.164  0.813
H 4.571 4.435 1.531  0.306
H 3.748 5.805 3.376  0.351
H 1.367 5.651 4.077  0.247
H -0.116 3.986 3.039  0.147
S -5.561 1.239 0.127  -0.417
C -3.862 1.056 -0.206  -0.347
N -3.237 0.185 0.505  1.026
C -4.117 -0.452 1.387  -1.134
C -3.767 -1.468 2.276  0.080
C -4.744 -2.015 3.076  -0.987
C -6.067 -1.556 3.016  -0.600
C -6.432 -0.552 2.138  -0.561
C -5.441 -0.014 1.318  0.963
H -3.386 1.687 -0.953  -0.077
H -2.730 -1.783 2.338  0.741
H -4.481 -2.793 3.785  0.443
H -6.817 -1.986 3.672  0.381
H -7.454 -0.192 2.092  0.385
S -4.886 4.254 7.995  -0.446
C -4.040 3.900 6.595  0.228
S -4.169 2.350 5.834  -0.140
C -2.949 2.770 4.600  -0.443
N -2.519 3.980 4.793  -0.510
N -3.133 4.625 5.881  0.348
C -2.707 5.992 6.068  0.154
C -3.431 6.926 6.809  -0.449
C -2.970 8.234 6.921  -0.641
C -1.798 8.638 6.303  -0.454
C -1.082 7.712 5.555  -0.399
C -1.526 6.404 5.433  0.119
S -2.499 1.658 3.412  0.048
H -4.346 6.638 7.292  0.221
H -3.549 8.945 7.500  0.339
H -1.446 9.660 6.397  0.359
H -0.168 8.007 5.051  0.381
H -0.980 5.690 4.839  0.289

---

Here is C26H78FeN2O32 as an isolated structure at a distorted geometry from the OMol25 dataset. Energies are from ωB97M-V/def2-TZVPD.

Results
HOMO-LUMO gap (alpha / beta) = 8.9 / 8.9 eV
E_LUMO (alpha / beta) = 0.173 / 0.163 eV
HOMO energy (alpha / beta) = -8.73 / -8.73 eV
Electronic energy = -4817.73177 hartree
Energy relative to the best compared isomer or geometry (same formula, charge and spin) = 0.000 eV
Charge = 0
Maximum force = 5.34 eV/Å
Multiplicity = 5

Last column: Mulliken spin population.
Geometry (Å):
Fe 1.212 -18.218 -15.459  3.807
N 0.922 -20.993 -17.250  0.004
O 1.381 -19.933 -16.736  0.037
O -0.276 -21.184 -17.199  0.003
O 1.613 -21.711 -17.883  0.006
N 0.956 -15.258 -13.931  -0.009
O 1.509 -14.387 -14.504  -0.006
O 1.134 -16.392 -14.316  0.057
O 0.124 -15.045 -13.033  0.012
C -2.333 -10.957 -14.780  0.000
C -3.231 -10.886 -13.543  0.000
O -2.345 -10.062 -12.629  0.000
O -1.130 -11.636 -14.601  0.000
H -2.127 -9.918 -15.038  0.000
H -2.742 -11.380 -15.697  0.000
H -3.465 -11.884 -13.170  0.000
H -4.129 -10.278 -13.648  0.000
H -2.840 -9.910 -11.821  0.000
H -0.693 -11.424 -13.774  0.000
C -3.552 -18.763 -11.994  0.000
C -4.198 -20.018 -12.801  0.000
O -5.523 -20.112 -12.522  0.000
O -2.189 -18.717 -12.286  -0.001
H -3.774 -18.732 -10.927  0.000
H -4.005 -17.856 -12.396  0.000
H -3.746 -20.866 -12.286  0.000
H -3.952 -19.985 -13.862  0.000
H -5.726 -20.303 -11.604  0.000
H -1.800 -17.955 -11.851  0.000
C 6.330 -10.792 -15.291  0.000
C 5.566 -12.128 -14.962  0.000
O 6.421 -13.208 -14.945  0.000
O 5.978 -10.415 -16.627  0.000
H 7.418 -10.865 -15.302  0.000
H 6.165 -10.051 -14.509  0.000
H 4.672 -12.298 -15.562  0.000
H 5.110 -11.948 -13.988  0.000
H 6.879 -13.444 -15.755  0.000
H 6.493 -9.645 -16.881  0.000
C -0.146 -12.626 -17.633  0.000
C -0.784 -13.887 -17.166  0.000
O -0.248 -14.882 -18.036  -0.001
O -0.318 -12.459 -19.058  0.000
H 0.939 -12.590 -17.532  0.000
H -0.442 -11.699 -17.141  0.000
H -1.869 -13.930 -17.262  0.000
H -0.654 -13.982 -16.088  0.000
H -0.299 -14.488 -18.910  0.000
H -0.644 -11.587 -19.291  0.000
C -3.981 -15.057 -13.533  0.000
C -4.751 -15.586 -14.732  0.000
O -5.636 -16.583 -14.441  0.000
O -4.912 -14.366 -12.574  0.000
H -3.265 -14.353 -13.955  0.000
H -3.379 -15.714 -12.905  0.000
H -4.085 -15.948 -15.515  0.000
H -5.359 -14.874 -15.289  0.000
H -5.701 -17.237 -15.140  0.000
H -5.436 -15.026 -12.115  0.000
C -1.523 -15.533 -10.232  0.000
C -2.549 -16.016 -9.243  0.000
O -3.763 -15.857 -9.740  0.000
O -1.077 -16.582 -11.069  0.000
H -0.598 -15.255 -9.728  0.000
H -1.932 -14.808 -10.935  0.000
H -2.531 -15.405 -8.341  0.000
H -2.341 -17.071 -9.064  0.000
H -4.106 -14.960 -9.736  0.000
H -0.686 -16.236 -11.875  -0.001
C 4.004 -13.813 -12.097  0.000
C 3.835 -15.330 -12.244  0.001
O 4.866 -16.060 -11.644  0.000
O 3.491 -13.469 -10.863  0.000
H 3.439 -13.194 -12.793  0.000
H 5.046 -13.491 -12.079  0.000
H 3.635 -15.699 -13.250  -0.001
H 2.927 -15.715 -11.780  0.000
H 5.237 -15.546 -10.924  0.000
H 2.533 -13.405 -10.843  0.000
C 3.750 -16.075 -18.664  0.000
C 3.260 -14.654 -18.897  0.000
O 2.683 -14.535 -20.227  0.000
O 2.642 -16.864 -18.311  0.001
H 4.474 -16.016 -17.851  0.000
H 4.121 -16.429 -19.626  0.000
H 3.978 -13.835 -18.874  0.000
H 2.403 -14.416 -18.267  0.000
H 2.272 -15.375 -20.444  0.000
H 2.249 -17.248 -19.098  0.000
C 1.108 -9.114 -15.552  0.000
C 2.053 -10.327 -15.696  0.000
O 2.117 -11.245 -14.603  0.000
O 1.463 -8.042 -16.441  0.000
H 0.902 -8.742 -14.549  0.000
H 0.106 -9.486 -15.765  0.000
H 3.069 -9.933 -15.666  0.000
H 1.793 -10.905 -16.583  0.000
H 1.817 -12.141 -14.773  0.000
H 0.751 -7.407 -16.544  0.000
C -0.324 -11.117 -9.608  0.000
C 0.914 -12.124 -9.561  0.000
O 0.998 -12.854 -10.761  0.001
O -0.167 -9.907 -10.280  0.000
H -0.678 -10.895 -8.602  0.000
H -1.264 -11.446 -10.050  0.000
H 0.918 -12.856 -8.754  0.000
H 1.767 -11.465 -9.398  0.000
H 1.049 -12.247 -11.503  0.000
H 0.575 -9.477 -9.848  0.000
C -0.995 -17.800 -17.206  -0.010
C -1.781 -18.066 -15.906  0.011
O -1.005 -18.456 -14.790  0.029
O 0.231 -17.153 -16.854  0.020
H -1.505 -17.210 -17.968  0.002
H -0.947 -18.768 -17.704  -0.002
H -2.638 -18.721 -16.066  0.002
H -2.254 -17.094 -15.763  -0.001
H -1.512 -18.809 -14.055  0.006
H 0.141 -16.238 -17.133  -0.001
C 2.951 -19.635 -13.677  0.005
C 3.910 -19.240 -14.901  -0.003
O 3.386 -18.213 -15.725  0.016
O 1.521 -19.787 -13.908  0.012
H 3.100 -18.866 -12.919  -0.004
H 3.395 -20.477 -13.146  0.000
H 4.221 -20.099 -15.496  -0.002
H 4.936 -19.108 -14.558  0.001
H 4.027 -17.824 -16.324  0.003
H 1.228 -20.463 -13.293  0.007
C 4.450 -18.675 -8.695  0.000
C 4.079 -19.099 -10.161  0.000
O 4.172 -20.490 -10.250  0.000
O 5.845 -18.538 -8.526  0.000
H 4.020 -19.468 -8.083  0.000
H 3.903 -17.765 -8.446  0.000
H 4.732 -18.537 -10.830  0.000
H 3.051 -18.830 -10.400  0.000
H 3.849 -20.717 -11.125  0.000
H 6.003 -18.715 -7.596  0.000